Computed, not measured: C4H7NO2 in the gas phase, with ωB97M-V/def2-TZVPD.

Summary:
LUMO energy = 0.64 eV
E_HOMO = -9.9 eV
SMILES string = NC(=O)CCC=O
ΔE to the lowest compared entry with this formula, charge and spin = 14.05 kcal/mol
Orbital gap = 10.499 eV

Last column: Löwdin charge in e.
Atoms and positions in Å:
1 O -2.69364 -1.59065 0.22419  0.05
2 C -1.74134 -1.16882 -0.38733  -0.27
3 C -0.37404 -1.08438 0.20196  -0.14
4 C 0.01192 0.34324 0.64546  -0.11
5 C 1.21550 0.89270 -0.08882  -0.55
6 N 1.84115 1.92113 0.54354  0.15
7 O 1.57462 0.45645 -1.16144  0.06
8 H -1.92274 -0.86957 -1.43091  0.13
9 H -0.32672 -1.75577 1.05513  0.12
10 H 0.37303 -1.35318 -0.54804  0.11
11 H -0.77933 1.06742 0.42149  0.13
12 H 0.12422 0.41893 1.72108  0.11
13 H 1.40327 2.35123 1.34445  0.10
14 H 2.47882 2.53028 0.05911  0.11

Forces on the atoms, in the same order (eV/Å):
O 0.1 0.0 0.1
C -0.8 -0.4 0.2
C 0.7 0.5 0.0
C -0.6 0.2 -0.2
C 0.2 -0.1 -0.2
N -0.1 0.6 0.5
O 0.1 0.1 0.0
H 0.4 0.3 -0.2
H 0.0 -0.1 0.0
H -0.1 -0.2 0.0
H -0.1 -0.1 -0.1
H 0.2 -0.1 0.2
H 0.0 -0.2 -0.1
H 0.1 -0.3 -0.3

Computed, not measured: C4H7NO2 as an isolated structure, with ωB97M-V/def2-TZVPD.

Summary:
LUMO energy = 0.20 eV
E_HOMO = -9.7 eV
ΔE to the lowest compared entry with this formula, charge and spin = 66.20 kcal/mol
Orbital gap = 9.917 eV

Last column: Löwdin charge in e.
Atoms and positions in Å:
1 C 0.60904 -1.36980 -0.88278  -0.06
2 C -0.61653 -0.66239 -0.37611  -0.06
3 C -0.50365 -0.24203 1.07593  -0.16
4 N 0.22378 0.99620 0.91609  0.06
5 C -0.01517 1.75860 -0.21842  -0.65
6 O 0.37287 2.89257 -0.37032  0.08
7 O -0.65390 1.05744 -1.13723  0.00
8 H 1.51124 -0.91525 -0.44031  0.10
9 H 0.65859 -1.31344 -1.96623  0.08
10 H 0.62489 -2.43464 -0.60012  0.10
11 H -1.44195 -0.18074 -0.94106  0.12
12 H 0.09175 -0.94164 1.68814  0.13
13 H -1.48376 -0.12540 1.55733  0.12
14 H 0.62280 1.48050 1.69510  0.14

Forces on the atoms, in the same order (eV/Å):
C -0.3 0.2 -0.3
C 0.4 1.9 -0.7
C -0.1 0.3 -0.1
N 0.2 0.5 0.4
C 0.5 0.3 0.1
O -0.1 0.0 0.2
O 1.3 -0.5 0.5
H -0.3 -0.1 -0.2
H 0.1 0.0 -0.1
H -0.3 0.3 0.0
H -1.2 -3.1 0.3
H -0.2 0.1 -0.5
H 0.1 0.1 -0.1
H 0.0 0.1 0.3

Computed, not measured: C4H7NO2 as an isolated structure, with ωB97M-V/def2-TZVPD.

Summary:
LUMO energy = 0.69 eV
E_HOMO = -7.5 eV
ΔE to the lowest compared entry with this formula, charge and spin = 152.45 kcal/mol
Orbital gap = 8.232 eV

Last column: Löwdin charge in e.
Atoms and positions in Å:
1 C 1.29455 0.69465 1.13593  0.07
2 C 0.05590 -0.91556 1.07981  -0.13
3 O -0.43277 0.53192 0.88793  -0.20
4 C -0.94159 0.68702 -0.43281  -0.08
5 C -0.50714 -0.57103 -1.15095  -0.45
6 N -0.67129 -0.76641 -2.38729  0.15
7 O 0.09126 -1.39374 -0.26674  -0.02
8 H 1.96085 0.13016 0.48980  0.08
9 H 1.54889 0.60883 2.18449  0.07
10 H 1.24123 1.75137 0.81999  0.08
11 H -0.78158 -1.43768 1.57423  0.10
12 H -0.51268 1.58627 -0.88639  0.14
13 H -2.03158 0.77887 -0.39711  0.14
14 H -0.31404 -1.68467 -2.65088  0.06

Forces on the atoms, in the same order (eV/Å):
C 0.3 0.3 0.0
C -0.3 -0.1 0.1
O 0.0 0.0 0.1
C 0.0 0.0 -0.1
C -0.1 0.1 -0.3
N 0.1 -0.1 0.3
O 0.0 0.0 -0.1
H -0.1 0.0 0.1
H -0.1 0.0 -0.1
H 0.0 -0.2 0.0
H 0.2 0.1 -0.1
H -0.1 -0.1 0.0
H 0.1 0.0 0.0
H 0.0 0.1 0.0

Computed, not measured: C4H7NO2 in the gas phase, with ωB97M-V/def2-TZVPD.

Summary:
LUMO energy (alpha / beta) = -1.33 / -0.83 eV
E_HOMO (alpha / beta) = -8.9 / -9.2 eV
ΔE to the lowest compared entry with this formula, charge and spin = 158.11 kcal/mol
Orbital gap (alpha / beta) = 7.550 / 8.378 eV

Last column: Löwdin charge in e.
Atoms and positions in Å:
1 C -1.48047 -0.09877 -0.57347  0.08
2 N -0.56241 -0.62098 1.23783  0.12
3 C -0.41056 0.63522 0.58885  -0.71
4 C 1.07503 0.86696 0.23946  -0.07
5 C 1.73695 0.34277 -0.77764  0.02
6 O 0.12535 -1.67822 0.77253  0.00
7 O -1.01842 1.65757 1.02312  -0.03
8 H 0.01405 -2.36718 1.44709  0.13
9 H 1.52324 1.56786 0.93022  0.11
10 H -2.47576 -0.29926 -0.18175  0.09
11 H -1.59756 0.75511 -1.23245  0.09
12 H -1.03688 -0.91879 -1.13529  0.07
13 H 2.78139 0.58703 -0.92576  0.06
14 H 1.32603 -0.42932 -1.41275  0.05

Forces on the atoms, in the same order (eV/Å):
C -0.5 -0.2 -0.8
N -1.6 -0.4 0.3
C 1.7 0.7 0.8
C -0.8 -0.1 -0.9
C 0.3 -0.2 0.4
O 0.7 0.8 0.0
O 0.0 -1.1 -0.2
H -0.4 0.2 -0.2
H 0.0 0.1 -0.1
H 0.3 -0.2 0.3
H 0.4 0.4 0.2
H 0.0 -0.2 0.4
H 0.0 0.0 -0.1
H -0.2 0.2 -0.2

Computed, not measured: C4H7NO2 in the gas phase, with ωB97M-V/def2-TZVPD.

Summary:
LUMO energy = 0.72 eV
E_HOMO = -8.6 eV
SMILES string = C=C(O)N(C)C=O
ΔE to the lowest compared entry with this formula, charge and spin = 38.53 kcal/mol
Orbital gap = 9.306 eV

Last column: Löwdin charge in e.
Atoms and positions in Å:
1 C -1.58553 -0.85680 -0.28249  -0.01
2 N -0.49921 0.03250 0.12330  -0.05
3 C -0.83773 1.23352 0.72853  -0.28
4 O -1.96330 1.52134 1.06114  0.05
5 C 0.82443 -0.18378 -0.21683  -0.44
6 O 1.02294 -1.14861 -1.14441  0.06
7 C 1.92012 0.45755 0.24305  0.02
8 H -2.37099 -0.79445 0.47230  0.09
9 H -2.00791 -0.54846 -1.24604  0.10
10 H -1.20912 -1.87471 -0.36759  0.09
11 H 0.03354 1.89037 0.87461  0.13
12 H 2.71694 0.61290 -0.47567  0.06
13 H 1.97034 -1.29181 -0.96469  0.11
14 H 1.98549 0.95042 1.19480  0.05

Forces on the atoms, in the same order (eV/Å):
C 0.0 -0.1 0.0
N 0.1 0.1 0.1
C -0.2 0.1 0.1
O 0.3 -0.1 -0.1
C 0.3 0.4 0.3
O 0.1 0.1 -0.1
C -0.3 0.3 0.1
H 0.1 -0.1 -0.1
H 0.1 0.0 0.2
H 0.0 0.1 0.0
H -0.2 0.0 -0.1
H 0.3 -0.5 0.3
H -0.3 -0.5 -0.7
H -0.2 0.4 0.0

Computed, not measured: C4H7NO2 in the gas phase, with ωB97M-V/def2-TZVPD.

Summary:
LUMO energy = 0.62 eV
E_HOMO = -7.2 eV
SMILES string = C[NH2+]/C([O-])=C1/CO1
ΔE to the lowest compared entry with this formula, charge and spin = 96.88 kcal/mol
Orbital gap = 7.834 eV

Last column: Löwdin charge in e.
Atoms and positions in Å:
1 C -0.29203 -2.07532 0.15699  -0.04
2 C 0.62151 1.10658 0.00134  -0.22
3 C 1.03465 2.35665 -0.55573  -0.09
4 O 0.40579 1.33902 -1.37792  -0.07
5 C -0.06882 0.37206 0.89206  -0.42
6 O -0.16643 0.14824 2.09291  -0.01
7 N -0.89190 -0.73887 -0.01528  0.04
8 H 0.65246 -2.09341 -0.38877  0.10
9 H -0.10013 -2.19319 1.22562  0.09
10 H -0.95804 -2.86170 -0.20587  0.09
11 H 0.43065 3.25326 -0.41136  0.11
12 H 2.08394 2.54087 -0.78711  0.11
13 H -1.83877 -0.72124 0.36327  0.16
14 H -0.91288 -0.43296 -0.99014  0.14

Forces on the atoms, in the same order (eV/Å):
C 0.1 -0.1 0.0
C -0.1 0.0 0.3
C 0.2 0.3 0.1
O -0.1 -0.1 -0.2
C 0.1 -0.1 -0.1
O 0.0 0.1 -0.3
N -0.1 0.1 0.0
H -0.1 0.0 0.1
H 0.0 0.0 -0.1
H 0.1 0.1 0.0
H 0.1 -0.2 0.0
H -0.2 -0.1 0.0
H 0.1 0.0 0.0
H 0.0 0.0 0.1

- The highest ΔE to the lowest compared entry with this formula, charge and spin belongs to which entry?
  number 4

- Among the records above, which one has the highest ΔE to the lowest compared entry with this formula, charge and spin?
  number 4